Entry 1:
A structure of composition C32H35BNO8S2SiV in a non-equilibrium geometry, computed with ωB97M-V with the def2-TZVPD basis set.

CARTESIAN COORDINATES (ANGSTROEM)
V -1.285 -1.289 -0.410
S -4.101 -2.371 -1.146
S -1.202 -2.186 -3.209
Si 0.862 0.037 1.936
O -2.361 1.530 -0.389
O -3.249 -1.312 -0.464
O -3.537 -3.681 -0.990
O -0.957 -0.926 -2.420
O -1.089 -3.332 -2.337
O -5.475 -2.202 -0.756
O -0.062 1.733 -0.269
O -0.408 -2.193 -4.411
N 1.390 -1.047 -0.662
C 1.399 0.092 4.765
C -5.414 -1.405 -4.815
C -2.193 5.188 -0.721
C -4.309 -1.470 -5.641
C 3.996 -1.142 -1.871
C -2.821 3.940 -0.648
C -0.813 5.310 -0.643
C 1.950 -0.893 0.703
C -3.064 -1.757 -5.101
C 0.005 4.186 -0.490
C 0.879 4.113 2.869
C -2.008 2.838 -0.496
C 0.482 2.806 2.625
C 1.839 -1.792 6.194
C 2.711 2.236 1.992
C -0.626 -2.897 0.724
C 2.924 -0.302 -2.551
C 2.200 4.487 2.668
C 1.814 0.070 -1.567
C -4.042 -1.960 -2.903
C -5.278 -1.651 -3.457
C 3.117 3.544 2.225
C 1.387 1.838 2.182
C -0.939 -0.109 1.442
C -0.624 2.966 -0.423
C 1.718 -2.631 5.095
C 1.840 -2.329 -1.243
C 1.678 -0.425 6.023
C 3.364 -2.452 -1.368
C -2.911 -1.996 -3.740
C 1.434 -2.104 3.843
C 1.262 -0.730 3.640
B -1.137 0.796 -0.212
H 2.511 5.509 2.850
H -6.132 -1.624 -2.797
H 1.345 -2.795 3.012
H 3.804 -2.746 -0.412
H 3.447 1.513 1.653
H 2.060 -2.200 7.173
H 1.379 -2.427 -2.223
H -0.560 2.543 2.777
H -2.801 6.078 -0.839
H -3.897 3.835 -0.707
H 0.152 4.845 3.201
H -0.254 -3.686 0.066
H 2.149 0.895 -0.938
H 4.408 -0.574 -1.029
H 3.565 -3.268 -2.067
H 0.037 -2.767 1.577
H 1.774 0.243 6.871
H -6.390 -1.168 -5.223
H -2.180 -1.788 -5.720
H 2.047 -1.895 1.129
H 3.341 0.625 -2.954
H -0.359 6.293 -0.695
H 2.972 -0.488 0.681
H 1.291 1.165 4.659
H -1.595 -3.252 1.111
H -4.405 -1.288 -6.704
H 4.830 -1.344 -2.546
H -1.396 -0.942 1.980
H 2.503 -0.851 -3.398
H 4.151 3.827 2.062
H -1.476 0.771 1.828
H 1.455 -3.142 -0.633
H 1.082 4.262 -0.406
H 0.947 0.413 -2.123
H 1.843 -3.701 5.211

Energy relative to the best compared isomer or geometry (same formula, charge and spin) = 0.8181 eV
2S+1 = 2
Charge = -1
E = -107539.1307 eV
Highest occupied orbital energy (alpha / beta) = -0.1922 / -0.1674 Ha


Entry 2:
A structure of composition C10H23IrN9S, computed with ωB97M-V with the def2-TZVPD basis set.

CARTESIAN COORDINATES (ANGSTROEM)
Ir 1.852 -1.571 -0.122
S 2.646 -3.477 -0.031
N 1.190 2.266 -2.286
N 1.367 0.097 -1.411
N -0.178 -1.463 0.460
N -1.822 -2.702 1.794
N -2.508 -1.659 -0.266
N 2.411 0.022 1.109
N -1.969 -0.298 1.658
N 1.827 1.945 -0.080
N 2.841 2.138 1.969
C -2.686 -2.812 0.621
C -0.592 -0.242 1.236
C 0.884 3.665 -2.004
C 1.449 1.375 -1.289
C -2.827 -0.442 0.480
C 2.376 1.302 1.009
C -0.450 -2.661 1.366
C -2.153 -1.477 2.514
C -1.136 -1.601 -0.701
C 0.724 1.739 -3.563
H 1.088 -0.185 -2.338
H -0.301 1.359 -3.509
H 0.061 -0.175 2.105
H -0.857 -2.510 -1.234
H 3.281 1.757 2.788
H -3.191 -1.519 2.841
H -1.513 -1.387 3.393
H -3.727 -2.859 0.941
H -2.445 -3.726 0.076
H 1.703 4.169 -1.486
H 2.968 3.119 1.801
H -2.695 0.426 -0.171
H 1.390 0.951 -3.915
H 0.223 -2.574 2.218
H -0.193 -3.551 0.797
H 0.783 4.185 -2.952
H -0.998 -0.736 -1.348
H 1.868 2.948 -0.058
H 2.894 -0.303 1.936
H -3.867 -0.481 0.801
H -0.043 3.789 -1.439
H 0.760 2.536 -4.299
H -0.438 0.623 0.591

Energy relative to the best compared isomer or geometry (same formula, charge and spin) = 0.0000 eV
2S+1 = 1
Charge = +1
E = -37822.6560 eV
Highest occupied orbital energy = -0.3807 Ha


Entry 3:
A structure of composition C10H7F5N3OPtS, computed with ωB97M-V with the def2-TZVPD basis set.

CARTESIAN COORDINATES (ANGSTROEM)
Pt -0.064 0.223 0.088
S 2.210 -0.033 0.049
F 0.521 2.486 -1.298
F -1.717 2.878 1.356
F -2.235 2.398 -0.696
F 0.880 2.732 0.849
F -1.179 4.231 -0.251
O -1.963 -0.268 0.120
N 1.358 0.172 2.596
N 0.134 0.046 1.998
N 3.608 0.229 2.284
C -1.323 2.961 0.088
C -2.784 -0.123 1.139
C -0.923 0.041 2.781
C 0.052 2.247 -0.069
C -4.165 -0.159 0.912
C -2.289 0.010 2.465
C 2.371 0.135 1.784
C -5.022 -0.040 1.978
C -4.554 0.094 3.298
C -3.212 0.110 3.540
H 3.741 0.306 3.278
H 4.409 0.240 1.679
H -0.627 0.060 3.826
H -5.259 0.181 4.112
H -4.522 -0.272 -0.101
H -2.832 0.204 4.549
H -6.089 -0.048 1.797

2S+1 = 1
Charge = +1
E = -44662.6009 eV
Highest occupied orbital energy = -0.4522 Ha


Entry 4:
The ion CH3N2OS with charge +1 in a non-equilibrium geometry, computed with ωB97M-V with the def2-TZVPD basis set.

CARTESIAN COORDINATES (ANGSTROEM)
S 0.253 -0.936 1.533
O -1.167 -0.195 1.013
N -1.465 -0.345 -0.326
N 1.117 -0.223 0.205
C 0.527 0.210 -0.823
H 2.188 -0.122 0.518
H -1.991 0.530 -0.623
H 0.537 1.081 -1.498

Energy relative to the best compared isomer or geometry (same formula, charge and spin) = 4.1280 eV
2S+1 = 1
Charge = +1
E = -16934.5096 eV
Highest occupied orbital energy (alpha / beta) = -0.5405 / -0.5405 Ha